Record 1
A single C19H32O4 molecule in a non-equilibrium geometry. Source: OMol25; level of theory: ωB97M-V/def2-TZVPD.

XYZ file:
```
55
Properties=species:S:1:pos:R:3:forces:R:3
C 4.280153 4.864891 -0.083823 -0.1749 0.1740 0.1053
C 2.922831 5.525617 0.126782 -0.0359 -0.1109 -0.1688
C 1.751935 4.667181 -0.354746 0.1012 -0.0441 0.1108
C 1.602717 3.323939 0.361479 -0.0538 0.2970 0.0844
C 1.319751 3.466507 1.855943 -0.1361 -0.2720 -0.1646
C 0.942798 2.141299 2.519411 0.3341 0.1255 -0.0220
C 2.101074 1.146356 2.560097 -0.2321 -0.0746 0.1957
C 1.802578 -0.093303 3.404998 -0.0857 0.0322 -0.1124
C 0.622703 -0.935559 2.916676 0.3353 0.0280 -0.0990
C 0.810097 -1.481056 1.502808 -0.3891 -0.0772 0.3253
C -0.307124 -2.446767 1.114792 0.3696 0.1175 -0.3097
C -0.139706 -2.966272 -0.310650 -0.3557 -0.1119 0.2403
C -1.242060 -3.951803 -0.692050 0.2950 0.2146 -0.4311
C -1.106174 -4.424712 -2.138432 -0.0991 -0.4943 0.5772
O -1.175381 -3.350183 -3.074132 -0.3685 0.1720 -0.0960
C -2.369526 -2.813384 -3.296785 0.0761 0.7059 -0.5782
C -2.670738 -1.733322 -4.096073 0.3379 -0.4227 0.3089
C -4.063668 -1.585064 -4.017789 -0.4430 -0.6874 0.6024
C -4.524080 -2.574564 -3.180389 -0.0899 0.8198 -0.6294
C -5.871389 -2.881288 -2.746561 -0.4838 0.0214 0.0622
O -6.856784 -2.269828 -3.087725 0.1852 0.0304 -0.0542
O -5.929096 -3.933613 -1.908074 0.2454 -0.3537 0.2410
O -3.468425 -3.326993 -2.741343 0.3857 -0.4008 0.2057
H 4.385815 3.980434 0.539005 0.0815 -0.1367 0.0406
H 5.079902 5.555919 0.173621 0.1272 -0.0086 0.0082
H 4.403075 4.571020 -1.124274 0.0645 -0.0693 -0.1122
H 2.794303 5.765147 1.183547 -0.0159 0.1006 0.0306
H 2.900552 6.468887 -0.424958 -0.0164 0.0442 0.0895
H 1.875997 4.477369 -1.424232 -0.0476 0.0612 -0.0607
H 0.828309 5.237997 -0.227556 -0.0637 -0.0140 -0.0719
H 2.504370 2.730677 0.209421 0.0165 -0.1228 -0.0538
H 0.772562 2.783367 -0.101475 0.0190 -0.1084 -0.0131
H 2.195060 3.878349 2.361360 0.0225 0.0986 0.0789
H 0.495679 4.172261 1.989976 0.0294 0.1059 0.0207
H 0.098828 1.705344 1.981977 -0.1319 -0.0209 0.0204
H 0.617506 2.341399 3.543733 -0.0897 -0.0612 0.0384
H 2.362107 0.839184 1.547339 0.1073 0.0260 -0.0730
H 2.975605 1.644864 2.986894 0.0703 0.0369 -0.0762
H 1.600310 0.221139 4.432165 0.0825 0.0002 0.0607
H 2.696722 -0.721968 3.424278 0.0202 -0.0408 0.0887
H 0.498592 -1.776844 3.603764 -0.0939 -0.0059 0.0205
H -0.294318 -0.345642 2.959128 -0.1091 -0.0205 0.0356
H 1.771213 -1.997043 1.439578 0.1027 0.0156 -0.0637
H 0.826567 -0.656864 0.788010 0.0844 0.0455 -0.1005
H -0.314781 -3.290961 1.808597 -0.0631 -0.0264 0.0773
H -1.270249 -1.938569 1.204340 -0.0846 -0.0193 0.0462
H -0.153403 -2.125811 -1.008058 0.0723 0.0215 -0.0234
H 0.831224 -3.458180 -0.405870 0.0961 0.0178 -0.0516
H -1.199283 -4.829569 -0.044980 -0.0526 -0.0636 0.0246
H -2.219025 -3.484514 -0.555759 -0.0433 -0.0756 0.0538
H -1.879031 -5.165440 -2.370396 0.1519 0.0608 -0.0550
H -0.119402 -4.861438 -2.307287 -0.1304 0.0020 0.0058
H -1.973599 -1.146132 -4.654123 0.2042 0.0964 -0.1071
H -4.671725 -0.851508 -4.505309 -0.1895 0.1311 -0.0764
H -6.851965 -4.090953 -1.656870 0.0611 0.2411 -0.1955
```
Positions in Å, forces in eV/Å.

Computed properties:
Energy above the lowest of the compared OMol25 structures with the same formula, charge and spin ... 0.047 eV
Gap between HOMO and LUMO ... 9.063 eV
F_max ... 1.0 eV Å⁻¹
Total energy ... -1044.14021 a.u.
Charge ... 0
Highest occupied orbital energy ... -8.3 eV
SMILES ... CCCCCCCCCCCCCCOc1ccc(C(=O)O)o1

---

Record 2
8 unconnected molecules or ions with the total composition C28H79N7O8 in a non-equilibrium geometry. Source: OMol25; level of theory: ωB97M-V/def2-TZVPD.

XYZ file:
```
122
Properties=species:S:1:pos:R:3:forces:R:3
C -0.075009 -4.623495 -1.204582 0.2151 1.2995 -1.0754
C -0.977089 -4.274385 -0.031982 0.2814 -1.2831 1.0827
C -1.549109 -5.670405 0.597228 0.7966 2.4099 0.4175
O -2.653919 -6.147305 -0.104172 -0.1385 0.6361 -0.7533
C -3.714009 -6.678355 0.607208 -0.8630 -1.5021 0.4162
N -0.119519 -3.458245 0.888888 0.5434 -0.6476 -0.2123
H 0.979331 -4.756955 -0.962392 -0.1409 -0.3510 0.5175
H -0.072029 -3.710675 -1.800272 0.2123 0.1888 -0.3994
H -0.380969 -5.386605 -1.920232 -0.3989 -0.2620 0.4691
H -1.773899 -3.617645 -0.381122 -0.6321 -0.6018 -0.0927
H -1.803349 -5.431525 1.629898 -0.1146 -0.2103 0.2407
H -0.774209 -6.436765 0.579548 0.3394 0.1604 0.0749
H -4.667489 -6.154525 0.539508 0.1951 0.6572 -0.2061
H -3.555009 -6.904645 1.661538 0.5560 0.5508 0.2739
H -3.926499 -7.675565 0.221818 -0.0431 -0.1852 -0.3879
H 0.248041 -2.677395 0.364218 0.2467 -0.0439 -0.5768
H -0.464339 -2.959005 1.696328 -1.1457 -0.6431 0.2434
C -2.938309 -1.552435 6.449218 -1.1807 0.0746 -1.3261
C -2.322859 -1.363405 5.058088 -0.2503 2.9276 1.5314
C -2.736269 0.101455 4.435028 1.0279 -2.8134 -0.7580
O -2.288429 -0.101695 3.032208 -1.6783 1.4697 1.4386
C -2.373709 1.119785 2.292938 0.9263 0.0635 0.7690
N -0.849119 -1.469185 5.216778 -0.9509 -0.3669 -1.4211
H -2.732309 -2.581825 6.742508 0.4414 0.4077 0.8111
H -4.024859 -1.480445 6.400818 -0.2941 -0.1592 -0.2769
H -2.709709 -0.695145 7.082378 0.7581 -0.5485 0.4737
H -2.719139 -2.088075 4.346808 0.4147 -0.1489 0.0310
H -2.252699 0.894585 5.005298 0.9241 0.1210 -0.3982
H -3.776129 0.424045 4.487048 -0.4800 -0.6839 -0.3109
H -3.321919 1.640035 2.157488 -0.7630 -0.7901 0.0645
H -1.928049 0.927135 1.317038 0.1501 0.2733 0.0404
H -1.831999 1.851155 2.892728 0.6476 0.3824 -0.4712
H -0.523419 -1.076835 4.344958 0.7985 -0.4557 -0.7828
H -0.393449 -0.832425 5.854738 -0.8223 0.2315 0.8312
C -3.691219 -1.663085 -2.850102 0.1350 -0.8438 1.0091
C -4.059619 -0.461465 -1.940222 -0.5808 -0.7848 0.1332
C -3.672549 -0.739665 -0.443572 -0.4859 0.0303 0.0482
O -4.535179 -1.721685 0.123138 0.2973 -0.5029 -0.6117
C -4.179489 -2.246285 1.398378 -0.0804 -0.6083 -1.0131
N -3.453099 0.739015 -2.419952 0.4390 0.7200 0.1870
H -3.496079 -1.522585 -3.913252 -0.0153 0.7979 0.1188
H -4.397899 -2.492665 -2.827562 -0.4673 0.2343 0.2680
H -2.809879 -2.125375 -2.405552 0.4627 0.0484 -0.2148
H -5.141299 -0.327425 -1.950992 -0.2590 -0.1516 0.0261
H -3.739809 0.070435 0.282598 -0.1881 0.9665 -0.6931
H -2.602149 -0.945005 -0.457262 0.3192 -0.9581 0.1860
H -4.808439 -3.127605 1.524028 -0.3937 0.2028 0.2074
H -4.313869 -1.542375 2.219698 0.2041 0.0994 -0.0582
H -3.182989 -2.685685 1.353468 0.4587 0.4669 0.2783
H -2.882539 0.725995 -3.253252 -0.0071 -0.3184 0.3188
H -3.126169 1.363815 -1.696882 0.0129 0.2269 -0.3417
C 4.573691 -0.483245 -2.728722 -1.2911 3.3028 -1.7787
C 3.783431 -1.619095 -2.201752 -0.7505 1.5956 0.2878
C 2.744661 -2.195125 -3.217712 1.6600 -0.7507 0.7297
O 1.902761 -1.250765 -3.790022 -0.1405 0.6441 -0.6923
C 0.862511 -1.825495 -4.622112 0.6358 0.2170 1.5198
N 4.729571 -2.555685 -1.752382 0.5920 -3.4741 -0.1244
H 3.875111 0.190885 -3.224352 -0.4362 0.5106 0.1131
H 5.237931 -0.597365 -3.585382 0.3938 -1.1894 0.1738
H 5.077511 0.198445 -2.043472 0.0906 -0.5864 0.5768
H 3.120611 -1.330625 -1.385942 0.3702 0.5031 0.4341
H 2.216781 -2.943555 -2.626712 -0.3380 -0.3373 -0.2172
H 3.393521 -2.691505 -3.939302 -0.2970 -0.4027 -0.7051
H 0.170791 -2.229685 -3.883012 -0.4417 -0.5294 -0.4582
H 1.273641 -2.588935 -5.282592 -0.0684 -0.0862 -0.0366
H 0.344081 -1.052145 -5.188912 0.3780 0.1489 0.1158
H 5.353741 -2.724445 -2.528292 0.2223 -0.2941 0.0362
H 5.325971 -2.411585 -0.950102 -0.6403 0.6768 0.1363
C 2.587341 2.574595 -0.599752 0.8645 0.9883 -1.2476
C 2.964821 3.188965 -2.001922 -1.2215 0.6082 0.8359
C 4.482501 3.409535 -2.311612 -1.0920 -0.6476 1.1572
O 5.033091 4.366525 -1.379612 -0.4892 0.2244 -0.2221
C 6.259681 4.881555 -1.841002 -0.1496 0.7055 0.1402
N 2.131781 2.494775 -2.990612 2.0505 -0.7875 -0.2931
H 2.802251 3.352895 0.132478 0.2174 -0.4688 0.3971
H 3.123021 1.638485 -0.442132 0.3454 0.1499 0.1773
H 1.536611 2.297965 -0.512882 -0.1094 0.2812 -0.3645
H 2.615791 4.220025 -2.058522 -0.0911 0.5300 0.8237
H 4.524431 3.792175 -3.331382 0.4022 -0.1365 -0.1773
H 5.008261 2.469765 -2.142772 0.3169 -0.1293 -0.5753
H 6.989541 4.072805 -1.877522 0.2557 0.2079 -0.7454
H 6.694111 5.707645 -1.278022 -0.3196 -0.5231 1.6284
H 6.114731 5.554905 -2.685802 -0.0338 -1.0595 -1.3856
H 2.191781 2.975015 -3.877112 -0.4218 -0.0337 -0.1535
H 1.188131 2.448565 -2.633562 -0.3602 0.2275 -0.2926
C 2.355201 -0.244795 4.309218 1.3084 0.5931 0.7215
C 1.508891 0.583585 3.376898 2.0236 -1.0506 -0.2189
C 2.402941 1.248065 2.204638 -3.4145 0.1196 1.9198
O 3.294171 2.200575 2.613008 2.4963 0.3131 -0.1306
C 4.672051 1.780385 2.573198 -0.6902 1.4847 1.7224
N 0.597401 -0.372735 2.844558 -1.4804 0.0528 -1.1811
H 3.125791 0.370575 4.773548 0.1732 0.1288 0.0842
H 2.891841 -0.990355 3.722478 -0.0633 -0.2650 0.0154
H 1.837091 -0.732805 5.134748 -0.3150 -0.0655 -0.2672
H 0.922321 1.305685 3.944868 0.2103 0.4333 -0.2439
H 1.610071 1.880895 1.805938 -0.0977 -0.5436 -1.2998
H 2.804371 0.470245 1.555058 -0.0972 0.0368 -0.1562
H 4.990961 1.270155 1.664328 -0.2504 -0.2302 0.1554
H 4.852291 1.313025 3.541288 0.3101 -1.1765 -0.3853
H 5.254901 2.687675 2.731998 0.0334 0.2605 -0.6895
H 1.015651 -1.073625 2.249658 0.5285 -0.0661 0.0448
H -0.072469 0.088775 2.245908 -0.2580 -0.0422 -0.1299
C -0.595569 5.246525 -2.860872 -0.1662 1.2622 -0.4658
C -0.934959 4.338755 -1.710762 -1.0638 -2.2523 -0.1966
C -2.358079 4.440635 -1.116102 -1.3821 -0.0463 -0.8617
O -3.002539 3.153915 -0.787982 2.8535 1.7209 -1.4363
C -4.243419 3.260785 -0.207442 0.0805 -0.8421 1.7591
N -0.816389 2.938665 -2.217712 0.5627 0.0052 0.2869
H 0.346931 4.958885 -3.326762 0.3450 0.1600 0.5231
H -0.607569 6.288975 -2.542692 0.6117 0.1542 0.2803
H -1.239899 5.335725 -3.735502 -0.7975 -0.8593 0.2323
H -0.207839 4.491275 -0.913182 0.1480 -0.1799 -0.0550
H -3.014709 4.783405 -1.915762 0.0008 0.7015 -0.1063
H -2.438949 5.112835 -0.261872 0.0644 -0.0112 0.1754
H -4.271859 2.205515 0.064028 -1.5714 0.0453 0.6135
H -5.138689 3.597685 -0.730032 0.3383 0.0071 -0.8859
H -4.147909 3.876185 0.687128 -0.2689 0.0310 0.3951
H -1.432879 2.808255 -3.007042 -0.0764 0.3933 -0.5031
H -1.256889 2.323065 -1.549062 0.2988 -0.1364 0.4682
O 0.128141 -0.240705 -0.489312 0.1242 -0.2098 0.6291
H 0.723531 -0.473475 -1.201742 0.3226 0.0612 -0.4677
H -0.694389 -0.020095 -0.926352 -0.3739 0.1443 -0.2852
```
Positions in Å, forces in eV/Å.

Computed properties:
Energy above the lowest of the compared OMol25 structures with the same formula, charge and spin ... 4.002 eV
Expectation value of S² ... 0.751
Gap between HOMO and LUMO (alpha / beta) ... 1.666 / 8.568 eV
F_max ... 4.0 eV Å⁻¹
Total energy ... -2099.06079 a.u.
Charge ... -1
Spin multiplicity ... 2
Highest occupied orbital energy (alpha / beta) ... 0.8 / -6.2 eV

---

What is the formula in the second record?
C28H79N7O8